# 1
The molecule C13H19N5. Source: the OMol25 dataset; level of theory: ωB97M-V/def2-TZVPD.

As for the spin multiplicity: 1. As for the charge: 0. Its LUMO energy is 0.9 eV. The value obtained for the highest occupied orbital energy is -7.45 eV. The frontier orbital gap is 8.3 eV. Its structure (SMILES) is CCCc1cnc2c(N3CCNCC3)nccn12.

XYZ file:
```
37
Properties=species:S:1:pos:R:3:forces:R:3
N -1.561300 -0.688691 -0.674088 -0.46 -0.49 0.69
N 1.541167 1.258297 -0.763024 0.28 -0.40 -0.30
C -0.494048 0.021586 -0.354562 0.32 -0.65 -1.93
C 0.774527 0.249534 -1.078297 -0.81 -1.17 -0.71
C 1.186043 2.053043 0.266372 -3.01 -0.41 2.26
C -2.408060 -0.531086 0.427875 2.38 0.52 -2.44
C 0.070813 1.790233 1.108803 4.29 -0.51 -3.62
C -1.883509 0.294071 1.335937 0.01 -0.74 1.75
N -0.656057 0.668687 0.806004 -0.71 1.22 2.08
N 2.897392 -2.875290 -2.136096 0.13 0.75 1.79
N 1.139363 -0.582977 -2.138893 -0.15 0.36 -0.32
C -2.912750 2.921236 2.467188 2.64 -2.18 -2.27
C -2.406772 0.288186 2.770537 0.52 3.21 -0.40
C 3.426041 -1.467099 -2.001707 0.26 -0.78 -1.15
C 1.521230 -2.923402 -1.563232 0.51 -0.20 0.75
C 2.488840 -0.433783 -2.674557 0.21 -0.65 0.48
C 0.661049 -1.969267 -2.382441 2.10 -0.78 0.03
C -2.385505 1.739886 3.411020 -1.66 0.55 -0.41
H 1.747416 2.951378 0.458491 0.26 0.05 -0.09
H -3.356818 -0.900122 0.493574 -2.16 -1.39 -0.12
H -0.169945 2.420793 1.872646 -0.79 1.17 1.97
H 2.960559 -3.230641 -3.081995 -0.27 0.21 0.02
H -2.948529 3.878553 2.914015 -0.54 0.78 0.76
H -2.204147 3.076801 1.567741 -0.47 -0.23 1.44
H -3.765386 2.633209 1.850237 -0.63 0.07 0.87
H -3.377113 -0.185373 2.782353 -0.42 0.19 -0.23
H -1.812262 -0.275525 3.444695 0.87 -0.90 0.28
H 3.645237 -1.279784 -0.937547 -0.37 0.08 -0.39
H 4.384312 -1.386478 -2.556775 -0.34 -0.31 0.43
H 1.528931 -2.586462 -0.491092 0.43 0.06 -0.87
H 1.089380 -3.951529 -1.419775 0.54 0.69 -0.94
H 2.879002 0.581723 -2.596085 -0.27 -0.14 0.08
H 2.404779 -0.730752 -3.719748 0.19 0.20 -0.19
H 0.742070 -2.447787 -3.406004 0.14 1.79 0.42
H -0.311345 -2.077609 -2.136647 -3.26 0.10 0.97
H -1.392301 1.897621 3.837746 0.08 0.36 -0.44
H -3.042301 1.798822 4.297329 0.15 -0.44 -0.25
```
Forces are in eV/Å.

---

# 2
A structure of composition C13H20Cl2N4O6W. Source: the OMol25 dataset; level of theory: ωB97M-V/def2-TZVPD.

As for the spin multiplicity: 1. As for the charge: +4. Its LUMO energy is -15.9 eV. The value obtained for the highest occupied orbital energy is -22.36 eV. The frontier orbital gap is 6.5 eV.

XYZ file:
```
46
Properties=species:S:1:pos:R:3:forces:R:3
W -0.020525 -0.461628 -0.136981 -1.66 0.42 1.42
N 0.229366 1.923536 0.070935 -0.07 -0.45 0.74
C -0.369388 2.336282 1.376526 0.05 -0.01 0.19
C 0.063792 1.295590 2.384054 -0.22 1.21 -0.06
O 0.436934 1.498576 3.483628 -0.09 -0.40 -0.02
N 0.077752 -0.015114 1.768048 0.45 -0.88 -0.95
C 1.041001 -0.933322 2.413096 -0.29 0.20 0.09
C 2.159253 -1.243876 1.397677 0.62 -0.65 1.98
O 3.117926 -1.877589 1.509868 -0.14 0.26 -0.28
O 1.724730 -0.695409 0.122899 -0.06 0.04 -1.71
H 1.230696 2.126839 0.142036 0.10 -0.12 -0.17
H -0.110200 2.581820 -0.631702 -0.12 -0.42 -0.38
H -1.454053 2.382276 1.294716 -0.01 -0.01 -0.02
H -0.016104 3.312227 1.711820 0.09 0.00 -0.09
H 0.601470 -1.885820 2.721466 0.00 -0.05 -0.19
H 1.459862 -0.469263 3.312285 -0.06 0.07 0.00
O -2.126562 0.430438 -0.334356 0.69 -0.06 -0.44
C -2.585705 0.725954 -1.685136 -0.15 -0.02 -0.41
C -1.412757 0.687508 -2.617465 -0.12 -0.03 0.39
C -1.538917 1.022671 -3.948476 0.08 -0.02 -0.04
C -0.413207 1.008913 -4.764231 0.01 -0.01 0.08
C 0.826876 0.676276 -4.214050 -0.15 0.03 -0.09
C 0.896140 0.344313 -2.886929 0.17 0.05 0.15
N -0.215290 0.324339 -2.089103 0.06 -0.04 -0.02
H -2.878718 0.569990 0.256255 0.08 -0.17 0.49
H -3.051065 1.713184 -1.701368 0.01 0.01 0.08
H -3.325378 -0.016846 -1.986142 -0.01 -0.02 0.07
H -2.507041 1.299582 -4.348834 -0.01 0.01 0.04
H -0.495294 1.271485 -5.812733 -0.01 0.01 0.00
H 1.721850 0.681953 -4.822780 0.06 -0.01 0.08
H 1.837150 0.092814 -2.415213 0.05 -0.07 -0.05
Cl 3.640107 -1.903845 -2.101915 -0.36 -0.27 0.01
C 2.472579 -3.208490 -2.199682 1.09 0.22 -0.10
Cl 0.777715 -2.747107 -1.642566 -0.52 -0.06 -0.26
H 2.781220 -4.031117 -1.562531 -0.14 0.05 0.12
H 2.348783 -3.519469 -3.232170 -0.20 0.07 0.00
N -3.141285 -4.720929 -0.823744 -0.07 0.01 -0.08
C -2.515631 -3.968381 0.298261 0.23 0.25 0.56
C -1.811931 -2.701004 -0.141560 -0.03 0.52 -1.00
O -0.947614 -2.176577 0.682424 0.89 1.06 0.05
O -2.011445 -2.121136 -1.204325 -0.14 -0.51 0.00
H -3.758133 -5.458132 -0.457459 -0.02 -0.03 0.04
H -2.450425 -5.188434 -1.418436 0.04 -0.02 -0.05
H -3.714101 -4.122922 -1.429346 -0.01 0.04 -0.01
H -1.817142 -4.608153 0.838348 -0.03 -0.11 -0.10
H -3.290592 -3.682503 1.014993 -0.06 -0.06 -0.04
```
Forces are in eV/Å.

---

# 3
A structure of composition C13H20CoN11O2PSe3Te. Source: the OMol25 dataset; level of theory: ωB97M-V/def2-TZVPD.

As for the spin multiplicity: 2. The expectation value of S² is 0.77. As for the charge: 0. Its LUMO energy (spin up / spin down) is 0.3 / -1.0 eV. The value obtained for the highest occupied orbital energy (spin up / spin down) is -5.00 / -4.00 eV. The frontier orbital gap (spin up / spin down) is 5.3 / 3.0 eV.

XYZ file:
```
52
Properties=species:S:1:pos:R:3:forces:R:3
Co -0.602921 -1.112988 -0.164668 0.00 -0.31 -1.29
C 3.924098 0.281005 2.731173 -0.11 -0.10 -0.10
N 2.950186 -0.648610 2.173957 0.26 0.21 0.22
C 2.828466 -1.970021 2.504529 0.02 0.06 0.00
C 1.789265 -2.448049 1.759831 -0.05 0.11 -0.10
N 1.271073 -1.444513 0.986549 0.47 -0.27 0.46
C 1.986630 -0.369020 1.249710 -0.01 -0.02 -0.11
P 1.799441 1.268580 0.441295 -0.04 -0.14 0.15
C 1.547619 0.665363 -1.234379 -0.02 -0.17 -0.15
N 0.728703 -0.321932 -1.568254 -0.23 0.34 0.37
C 1.008866 -0.631525 -2.865604 -0.01 0.01 0.14
C 1.993289 0.191437 -3.326808 0.07 -0.04 -0.06
N 2.333841 1.007613 -2.291764 0.27 0.28 0.00
C 3.337731 2.057427 -2.336737 -0.10 -0.06 0.04
C 0.075389 1.570375 0.927711 0.14 0.05 0.23
N -0.851159 0.639075 1.036294 0.05 -0.02 -0.50
C -1.965125 1.269678 1.522154 -0.02 -0.28 0.08
C -1.703494 2.592587 1.708817 0.05 -0.01 0.00
N -0.402409 2.779639 1.328401 0.10 0.18 -0.01
C 0.320051 4.043979 1.354071 -0.05 -0.17 -0.03
H 4.476470 -0.227391 3.516240 0.01 -0.01 0.01
H 3.423767 1.148174 3.156295 -0.02 0.01 0.03
H 4.620193 0.617737 1.965320 0.02 -0.01 -0.02
H 3.484223 -2.442320 3.216203 0.00 0.03 0.00
H 1.408898 -3.456398 1.714862 0.00 0.03 0.00
H 0.500146 -1.414830 -3.390412 -0.04 -0.05 0.04
H 2.454014 0.270969 -4.295971 -0.01 0.03 0.00
H 3.710261 2.129891 -3.354126 0.02 -0.01 -0.02
H 4.167641 1.836730 -1.666895 0.01 -0.02 0.00
H 2.900185 3.014332 -2.058489 0.00 0.02 0.01
H -2.882274 0.738813 1.712031 0.00 0.00 -0.07
H -2.319359 3.403712 2.057808 0.02 -0.02 -0.01
H -0.383937 4.839069 1.581357 -0.02 0.00 0.01
H 0.770028 4.242614 0.384132 0.00 0.01 -0.03
H 1.101438 4.029450 2.111669 0.01 0.00 0.03
Se -1.285162 1.384378 -4.567686 -0.11 -0.67 -0.10
Se -1.416917 -0.772297 -5.331479 0.12 0.41 0.11
Te -2.540305 -2.348849 -3.660041 -0.34 0.15 -0.02
Se -0.960010 -3.186400 -1.940747 0.49 0.24 0.16
N -1.542526 -2.719583 1.126278 -0.33 0.24 0.19
N -2.941408 -2.661710 1.175595 -0.04 -0.17 0.06
C -3.601519 -1.825609 0.308137 0.21 0.27 0.19
N -4.943372 -1.883925 0.368262 -0.09 -0.11 -0.10
N -2.859399 -0.982302 -0.366241 -0.86 0.45 -0.14
N -3.525669 -0.016418 -1.147784 0.48 -0.67 0.64
O -2.880474 0.966281 -1.389552 0.05 0.20 -0.10
O -4.662440 -0.223960 -1.558408 -0.30 0.13 -0.18
H -1.240489 -3.425552 0.465079 0.02 -0.18 -0.10
H -1.167474 -2.880559 2.049749 -0.07 0.12 0.15
H -3.423897 -3.514322 1.420272 -0.01 0.00 -0.11
H -5.387023 -2.645113 0.850017 0.02 0.00 0.05
H -5.423128 -1.414708 -0.387742 -0.03 -0.06 -0.01
```
Forces are in eV/Å.

---

The following ΔE to the lowest compared entry with this formula, charge and spin values (in kcal per mole) correspond, in order, to the records above: 36.7; 136.7; 88.5.